[1]
Here is C3H4N2O3 in the gas phase at a distorted geometry from OMol25. Energies are from ωB97M-V/def2-TZVPD.

Calculated values
Largest force on an atom   0.0927 Eh/bohr
E_HOMO   -9.432 eV
2S+1   1
Lowest unoccupied orbital energy   -0.24 eV
Energy above the lowest of the compared OMol25 structures with the same formula, charge and spin   96.5 kcal/mol
Kohn-Sham gap   9.19 eV

The geometry in XYZ format:
```
12
C3H4N2O3 ωB97M-V/def2-TZVPD
C 1.074 2.022 0.111
C 1.515 -0.635 0.079
C -0.901 -0.588 -0.448
N 2.305 1.710 0.240
N 0.405 -0.016 0.005
O 0.221 2.807 -0.017
O 1.795 -1.808 0.164
O 2.638 0.328 0.368
H -0.953 -0.188 -1.414
H -0.738 -1.716 -0.395
H -1.662 -0.188 0.253
H 2.923 2.182 0.922
```



[2]
Here is 2 unconnected molecules or ions with the total composition C3H4N2O3 at a distorted geometry from OMol25. Energies are from ωB97M-V/def2-TZVPD.

Calculated values
Largest force on an atom   0.1449 Eh/bohr
E_HOMO   -8.485 eV
2S+1   1
Lowest unoccupied orbital energy   -0.32 eV
Energy above the lowest of the compared OMol25 structures with the same formula, charge and spin   160.7 kcal/mol
Kohn-Sham gap   8.17 eV

The geometry in XYZ format:
```
12
C3H4N2O3 ωB97M-V/def2-TZVPD
C -0.567 -0.653 -0.399
C 1.018 1.082 -0.075
C 1.584 -0.090 0.107
H -3.562 -0.222 0.125
H -2.235 0.879 -0.320
H 1.348 2.037 0.080
H 3.425 -1.194 0.828
N -2.587 0.070 0.264
N -1.758 -1.137 -0.177
O -0.420 0.730 -0.249
O 2.957 -0.429 -0.158
O 0.797 -1.074 -0.025
```



[3]
Here is 2 unconnected molecules or ions with the total composition C3H4N2O3 at a distorted geometry from OMol25. Energies are from ωB97M-V/def2-TZVPD.

Calculated values
Largest force on an atom   0.1149 Eh/bohr
E_HOMO   -8.683 eV
2S+1   1
Lowest unoccupied orbital energy   -0.78 eV
Energy above the lowest of the compared OMol25 structures with the same formula, charge and spin   194.2 kcal/mol
Kohn-Sham gap   7.90 eV

The geometry in XYZ format:
```
12
C3H4N2O3 ωB97M-V/def2-TZVPD
C -0.437 -0.466 1.066
C -0.628 1.013 1.107
C 0.121 -0.606 -0.229
H -1.181 -0.876 2.916
H -0.826 1.819 1.935
H 0.157 2.037 -2.069
H 1.760 -2.421 -0.411
N -0.394 1.580 -0.098
N -0.018 0.563 -0.895
O -0.270 -1.252 2.225
O 0.701 1.059 -2.102
O 0.650 -1.708 -1.009
```



[4]
Here is C3H4N2OS in the gas phase at a distorted geometry from OMol25. Energies are from ωB97M-V/def2-TZVPD.

Calculated values
Largest force on an atom   0.1011 Eh/bohr
E_HOMO   -7.927 eV
2S+1   1
Lowest unoccupied orbital energy   0.16 eV
Energy above the lowest of the compared OMol25 structures with the same formula, charge and spin   66.9 kcal/mol
Kohn-Sham gap   8.09 eV

The geometry in XYZ format:
```
11
C3H4N2OS ωB97M-V/def2-TZVPD
O 0.020 1.934 -0.109
C -0.073 0.561 -0.168
N -1.214 -0.176 0.042
C -0.786 -1.535 -0.034
N 0.453 -1.572 -0.125
C 0.891 -0.339 -0.273
S 2.624 -0.240 -0.068
H -0.958 2.309 0.248
H -2.228 0.147 -0.525
H -1.596 -2.146 0.379
H 2.868 1.058 0.634
```



[5]
Here is C3H4N2OS in the gas phase at a distorted geometry from OMol25. Energies are from ωB97M-V/def2-TZVPD.

Calculated values
Largest force on an atom   0.0525 Eh/bohr
E_HOMO   -8.368 eV
2S+1   1
Lowest unoccupied orbital energy   0.50 eV
Energy above the lowest of the compared OMol25 structures with the same formula, charge and spin   32.4 kcal/mol
Kohn-Sham gap   8.87 eV

The geometry in XYZ format:
```
11
C3H4N2OS ωB97M-V/def2-TZVPD
O -0.169 2.069 -0.023
C -0.560 0.781 0.003
N -1.809 0.419 0.093
N -1.789 -0.900 -0.033
C -0.571 -1.440 -0.081
C 0.277 -0.325 -0.001
S 1.986 -0.244 -0.020
H 0.781 2.031 -0.023
H -2.719 -1.339 0.048
H -0.373 -2.533 -0.030
H 2.187 -1.531 0.566
```



[6]
Here is C3H4N2OS in the gas phase at a distorted geometry from OMol25. Energies are from ωB97M-V/def2-TZVPD.

Calculated values
Largest force on an atom   0.0737 Eh/bohr
E_HOMO (spin up / spin down)   -8.092 / -8.093 eV
2S+1   1
Lowest unoccupied orbital energy (spin up / spin down)   0.06 / 0.06 eV
Energy above the lowest of the compared OMol25 structures with the same formula, charge and spin   124.4 kcal/mol
Kohn-Sham gap (spin up / spin down)   8.15 / 8.15 eV

The geometry in XYZ format:
```
11
C3H4N2OS ωB97M-V/def2-TZVPD
C -1.458 -0.416 0.060
C 0.892 -0.340 -0.131
C 0.618 1.034 0.411
N -0.333 -1.063 -0.071
N -0.681 1.481 0.585
O -0.051 1.848 -0.595
S -3.040 -0.727 0.037
H 1.270 -0.168 -1.205
H 1.675 -0.948 0.410
H 1.543 1.395 0.706
H -0.434 -2.095 -0.207
```



[7]
Here is C3H4N2OS in the gas phase at a distorted geometry from OMol25. Energies are from ωB97M-V/def2-TZVPD.

Calculated values
Largest force on an atom   0.0821 Eh/bohr
E_HOMO   -8.115 eV
2S+1   1
Lowest unoccupied orbital energy   0.56 eV
Energy above the lowest of the compared OMol25 structures with the same formula, charge and spin   42.7 kcal/mol
Kohn-Sham gap   8.67 eV

The geometry in XYZ format:
```
11
C3H4N2OS ωB97M-V/def2-TZVPD
O -0.247 -1.966 -0.529
C -0.119 -0.630 -0.429
N 0.097 0.295 -1.465
C 0.334 1.544 -0.766
N 0.034 1.382 0.447
C -0.308 0.092 0.753
S -0.900 -0.716 2.136
H -0.122 -2.238 0.570
H 0.448 0.017 -2.337
H 0.501 2.518 -1.325
H 0.282 -0.298 2.943
```



[8]
Here is a molecular structure, C3H4N2OS at a distorted geometry from OMol25. Energies are from ωB97M-V/def2-TZVPD.

Calculated values
Largest force on an atom   0.1201 Eh/bohr
E_HOMO   -8.235 eV
2S+1   1
Lowest unoccupied orbital energy   0.16 eV
Energy above the lowest of the compared OMol25 structures with the same formula, charge and spin   81.0 kcal/mol
Kohn-Sham gap   8.39 eV

The geometry in XYZ format:
```
11
C3H4N2OS ωB97M-V/def2-TZVPD
C 1.104 -0.223 -1.012
C 0.338 -1.323 -0.878
C -0.453 0.227 0.292
H 3.055 -1.129 -1.318
H 0.151 -2.473 -1.009
H -1.062 -1.859 0.664
H -1.266 2.220 1.515
N -0.719 -1.024 -0.005
N 0.565 0.818 -0.239
O 2.395 -0.066 -1.551
S -1.556 0.821 1.490
```



[9]
Here is C3H4N2OS2 in the gas phase at a distorted geometry from OMol25. Energies are from ωB97M-V/def2-TZVPD.

Calculated values
Largest force on an atom   0.0414 Eh/bohr
E_HOMO   -8.074 eV
2S+1   1
Lowest unoccupied orbital energy   0.22 eV
Energy above the lowest of the compared OMol25 structures with the same formula, charge and spin   13.0 kcal/mol
Kohn-Sham gap   8.30 eV

The geometry in XYZ format:
```
12
C3H4N2OS2 ωB97M-V/def2-TZVPD
O 3.161 -0.040 0.086
C 1.825 -0.003 0.006
N 1.091 1.072 -0.054
C -0.218 0.649 -0.102
S -1.416 1.914 0.009
C -0.307 -0.716 -0.096
S -1.743 -1.748 -0.011
N 1.054 -1.128 -0.116
H 3.574 -0.878 0.459
H -0.556 2.896 0.235
H -1.931 -1.499 1.302
H 1.363 -2.053 -0.288
```



[10]
Here is a molecular structure, C3H4N2S at a distorted geometry from OMol25. Energies are from ωB97M-V/def2-TZVPD.

Calculated values
Largest force on an atom   0.0424 Eh/bohr
E_HOMO   -9.135 eV
2S+1   1
Lowest unoccupied orbital energy   -0.17 eV
Energy above the lowest of the compared OMol25 structures with the same formula, charge and spin   46.6 kcal/mol
Kohn-Sham gap   8.96 eV

The geometry in XYZ format:
```
10
C3H4N2S ωB97M-V/def2-TZVPD
C -2.417 -0.931 -0.626
C 1.017 0.573 0.177
C 2.263 0.033 0.649
H -3.329 -0.579 -1.126
H -1.991 -1.870 -1.158
H -2.683 -1.282 0.341
H 0.817 1.672 0.095
N 0.076 -0.282 0.026
N 3.327 -0.299 0.877
S -1.364 0.505 -0.355
```